Computed, not measured: C28H29ClFGeN2O11OsPS as an isolated structure at a distorted geometry, with ωB97M-V/def2-TZVPD.

Each line ends with the Mulliken spin population.
Cartesian coordinates (Å):
Os 0.05290 -0.04040 0.03450  2.725
O 0.49570 -0.70530 2.47660  0.105
S 1.69760 0.15730 2.60390  0.020
O 2.84680 -0.46130 3.18360  0.009
O 1.88950 0.86120 1.32470  0.121
C 1.09670 1.44780 3.67870  -0.025
C 1.70540 1.86980 4.84250  0.000
C 1.12610 2.89940 5.57030  -0.001
C -0.04250 3.49400 5.11440  0.001
C -0.64470 3.06450 3.94330  0.005
C -0.07560 2.01820 3.21950  -0.005
P -0.86010 1.50920 1.64040  0.173
C -0.91150 3.17320 0.89010  0.006
C -2.05880 3.94540 0.74860  0.009
C -1.97160 5.21240 0.19720  -0.001
C -0.74780 5.70780 -0.22020  0.000
C 0.39840 4.93590 -0.09100  0.000
C 0.32160 3.67620 0.47590  -0.025
C -2.57380 1.12810 2.10440  0.011
C -3.50970 1.04720 1.07270  0.016
C -4.82650 0.74310 1.35710  -0.003
C -5.21390 0.49870 2.66540  0.001
C -4.27920 0.53720 3.68480  0.000
C -2.95880 0.84990 3.41100  0.011
H 2.62530 1.39450 5.14420  0.000
H 1.57770 3.23590 6.49120  0.000
H -0.49650 4.29480 5.67860  0.000
H -1.55760 3.52820 3.59480  0.001
H -3.01690 3.56050 1.06060  0.001
H -2.86220 5.81140 0.08680  0.000
H -0.69180 6.69400 -0.65470  0.000
H 1.35280 5.31130 -0.43300  0.000
H 1.20460 3.05540 0.57280  -0.004
H -3.18270 1.20610 0.05610  0.003
H -5.54570 0.68680 0.55610  0.000
H -6.24370 0.27180 2.88700  0.000
H -4.57560 0.31840 4.69810  0.000
H -2.23230 0.87180 4.20810  0.001
O 1.35690 -2.65750 -2.85930  0.012
Cl 1.06570 -1.32860 -2.51140  0.001
O 1.05090 -0.48770 -3.63310  0.004
O 1.96110 -0.87220 -1.50350  0.063
O -0.25530 -1.30230 -1.87610  0.098
C -0.63140 -4.29990 -0.67890  0.021
Ge -0.14490 -3.07090 0.82980  0.089
C -0.70910 -3.83580 2.58700  0.022
C 1.83790 -2.92660 0.89810  0.033
C -1.33340 -1.44330 0.57500  0.110
H -0.45400 -5.32140 -0.35320  0.003
H 0.00560 -4.08390 -1.53100  -0.002
H -1.66850 -4.19840 -0.98160  0.000
H -0.18990 -4.77820 2.73710  0.003
H -1.77740 -4.01290 2.65580  0.000
H -0.40990 -3.14690 3.36870  -0.002
H 2.26620 -3.89800 0.65660  0.001
H 2.16210 -2.61540 1.88700  0.003
H 2.20380 -2.20460 0.17540  -0.012
H -1.86020 -1.25970 1.50680  0.064
H -2.02620 -1.58640 -0.25550  -0.008
F -2.70680 6.30700 -2.74710  0.000
C -2.77950 5.03890 -3.18920  0.000
C -1.66570 4.28450 -3.23890  0.000
N -1.68280 3.00660 -3.69890  0.004
C -0.52240 2.17880 -3.50780  0.007
C -0.44980 1.65840 -2.06220  0.000
O 0.67610 1.53430 -1.55100  0.115
O -1.50770 1.38000 -1.46140  0.216
C -2.86610 2.38820 -4.09280  0.001
O -2.91800 1.25740 -4.49570  0.000
N -3.97680 3.19810 -4.00730  0.000
C -4.08510 4.50970 -3.55730  0.000
O -5.15110 5.06960 -3.49020  0.000
H -0.71080 4.67550 -2.91400  -0.001
H 0.40180 2.70980 -3.73810  0.000
H -0.60920 1.29050 -4.14180  -0.001
H -4.84710 2.74750 -4.26630  0.000

Cartesian forces (eV/Å) of the 2 atoms listed first:
-0.3 -0.2 -1.3
0.3 0.1 -0.1

Computed properties:
frontier orbital gap (spin up / spin down) = 7.8 / 6.6 eV
HOMO (spin up / spin down) = -8.97 / -9.07 eV
total energy = -149347.701 eV
2S+1 = 5


Computed, not measured: C12H8MgN4O3Te as an isolated structure, with ωB97M-V/def2-TZVPD.

Each line ends with the Löwdin charge.
Cartesian coordinates (Å):
Mg 0.34453 0.12658 -0.86893  0.477
O 0.44446 0.85715 3.18101  0.107
C 0.30134 0.83582 1.97958  -0.433
N 0.18717 -0.22198 1.12629  0.049
C 0.09702 -1.51183 1.55838  -0.434
O 0.22592 -1.97291 2.66972  0.107
C -0.24403 -2.45591 0.40323  -0.165
C -0.50957 -3.78595 0.67505  0.015
C -0.86989 -4.62111 -0.37035  -0.035
C -0.94489 -4.10071 -1.65294  -0.042
C -0.64786 -2.76275 -1.84353  -0.119
N -0.30901 -1.95434 -0.83940  0.044
C 0.17485 2.16357 1.22931  -0.165
C 0.17826 3.34778 1.94468  0.016
C 0.02074 4.54069 1.25790  -0.035
C -0.12982 4.51128 -0.11974  -0.042
C -0.10904 3.28587 -0.76237  -0.117
N 0.03535 2.13533 -0.10419  0.043
H -0.43150 -4.12353 1.69822  0.123
H -1.09004 -5.66470 -0.18812  0.114
H -1.22236 -4.71488 -2.49747  0.109
H -0.66882 -2.31095 -2.82813  0.073
H 0.30006 3.29653 3.01674  0.123
H 0.01466 5.48277 1.79018  0.114
H -0.25650 5.41767 -0.69405  0.109
H -0.20159 3.20660 -1.83893  0.076
O 2.31094 0.11197 -1.50311  -0.306
N 2.41356 0.29002 -2.71062  -0.435
Te 0.58605 0.59192 -3.70840  0.630

Cartesian forces (eV/Å) of the 2 atoms listed first:
-0.4 0.0 -0.1
0.0 0.0 0.0

Computed properties:
frontier orbital gap (spin up / spin down) = 7.8 / 7.8 eV
HOMO (spin up / spin down) = -8.48 / -8.48 eV
total energy = -37416.239 eV


Computed, not measured: C34H45AsO10P3V as an isolated structure at a distorted geometry, with ωB97M-V/def2-TZVPD.

Each line ends with the Mulliken spin population.
Cartesian coordinates (Å):
V -0.73664 0.57168 -0.03383  2.835
C -1.91947 1.49022 2.85063  0.058
O -0.89361 1.80512 1.89205  -0.030
C 0.39788 2.04288 2.48947  0.018
C 1.29945 0.88940 2.20163  0.020
O 1.32538 0.76274 0.76914  -0.004
C 2.23443 -0.27440 0.35216  0.015
C 2.29197 -0.23046 -1.13256  0.013
O 0.97336 -0.48502 -1.56048  0.016
C 0.87318 -0.67739 -2.97290  0.005
H -1.76269 0.49606 3.27092  -0.004
H -1.91065 2.23534 3.64486  0.005
H -2.87020 1.52454 2.32955  -0.013
H 0.79350 2.95190 2.04477  -0.006
H 0.29156 2.18687 3.56348  0.002
H 2.30470 1.09073 2.57228  0.000
H 0.92922 -0.04014 2.63748  -0.006
H 3.21422 -0.10343 0.79766  0.001
H 1.84307 -1.23570 0.68676  -0.002
H 2.62994 0.75073 -1.48458  -0.010
H 2.99281 -0.98940 -1.49260  0.000
H 1.50687 -1.51338 -3.27790  0.000
H -0.15844 -0.90749 -3.20362  -0.003
H 1.18999 0.21746 -3.51554  -0.001
C -1.47652 -3.79028 -0.97564  0.001
C -2.51516 -2.73592 -0.59625  -0.003
O -3.80316 -3.29282 -0.32094  0.001
P -2.12318 -1.93404 0.99041  0.048
O -3.26251 -0.84517 1.18518  0.016
O -2.48027 -2.92812 2.16461  0.001
O -0.75344 -1.33114 1.09189  -0.007
P -2.57974 -1.41351 -1.94140  -0.002
O -4.12324 -0.98284 -1.93496  0.004
O -2.14750 -1.96317 -3.23708  -0.001
O -1.82198 -0.21471 -1.35805  -0.130
H -1.50860 -4.62375 -0.27119  0.000
H -0.46948 -3.36556 -0.99019  -0.001
H -1.68345 -4.16099 -1.97957  0.000
H -4.17118 -3.67386 -1.12764  0.000
H -4.15123 -1.20272 1.02752  -0.001
H -1.99027 -3.76020 2.19183  0.000
H -4.50915 -1.06845 -2.81838  -0.001
C -0.94201 2.74465 -2.94717  0.026
C -2.15521 2.10027 -3.62202  0.000
As -2.26450 2.59143 -5.52458  0.001
C -3.89086 1.58491 -5.90410  0.000
C -4.01852 0.86957 -7.09314  0.000
C -5.20816 0.22026 -7.39881  0.000
C -6.28345 0.27948 -6.52139  0.000
C -6.16640 0.99565 -5.33791  0.000
C -4.97707 1.64859 -5.03289  0.000
C -0.97014 1.30421 -6.20956  -0.001
C 0.14042 1.78466 -6.89931  0.000
C 1.09456 0.90381 -7.40235  0.000
C 0.93156 -0.46401 -7.23109  0.000
C -0.18329 -0.95210 -6.55414  0.000
C -1.12664 -0.07243 -6.04187  0.000
P -1.02910 2.67787 -1.10401  0.150
C -2.67225 3.40301 -0.79952  -0.102
C -3.70541 2.56369 -0.38735  0.102
C -4.99883 3.05364 -0.25114  0.022
C -5.26636 4.38675 -0.52911  0.000
C -4.24184 5.22964 -0.94978  0.001
C -2.95217 4.73986 -1.08777  -0.007
C 0.14103 3.97584 -0.57886  0.014
C -0.12722 4.79708 0.51660  -0.008
C 0.81704 5.71688 0.95499  0.002
C 2.04269 5.82128 0.30764  -0.001
C 2.31978 5.00534 -0.78060  0.004
C 1.37483 4.08816 -1.22090  -0.022
H -0.83718 3.79558 -3.22262  -0.005
H -0.03081 2.23371 -3.26542  -0.009
H -3.08080 2.43972 -3.15755  0.003
H -2.11661 1.01740 -3.53664  0.001
H -3.18372 0.80314 -7.77988  0.000
H -5.29407 -0.33571 -8.32455  0.000
H -7.21078 -0.22563 -6.76206  0.000
H -7.00442 1.05435 -4.65351  0.000
H -4.90915 2.21243 -4.10957  0.000
H 0.26123 2.85120 -7.04847  0.000
H 1.95416 1.28613 -7.93967  0.000
H 1.66519 -1.15190 -7.63483  0.000
H -0.31904 -2.01990 -6.42238  0.000
H -1.99046 -0.46914 -5.51920  0.000
H -3.50581 1.51407 -0.20045  0.002
H -5.79806 2.39246 0.06291  0.001
H -6.27362 4.77066 -0.42462  0.000
H -4.45084 6.26801 -1.17584  0.000
H -2.16123 5.40260 -1.42351  0.000
H -1.08178 4.72222 1.02673  -0.001
H 0.59285 6.35712 1.79986  0.000
H 2.77609 6.54328 0.64540  0.000
H 3.27110 5.08644 -1.29222  0.000
H 1.60663 3.45857 -2.07439  -0.006

Cartesian forces (eV/Å) of the 2 atoms listed first:
1.9 -0.1 1.6
0.1 0.1 -0.1

Computed properties:
total charge = +1
frontier orbital gap (spin up / spin down) = 8.3 / 8.3 eV
HOMO (spin up / spin down) = -10.20 / -10.22 eV
total energy = -170857.640 eV
2S+1 = 4